# 1
Formula: C5H4O2
Source: the Open Molecules 2025 dataset
Level of theory: ωB97M-V/def2-TZVPD

net charge: 0
ΔE to the lowest compared entry with this formula, charge and spin: 490.2 kJ/mol
HOMO energy (alpha / beta): -0.37663 / -0.37661 Ha
frontier orbital gap (alpha / beta): 0.342 / 0.342 Eh
structure (SMILES): O=C1C#CCC1=O.[H][H]
LUMO energy (alpha / beta): -0.94 / -0.94 eV

Element x y z (Å)
O: -0.75606 2.48017 -0.12795
C: -0.56156 1.31507 -0.09833
C: -1.64003 0.14165 -0.27975
C: -0.71985 -0.98936 -0.12983
C: 0.48324 -0.80087 0.05916
C: 0.89569 0.60174 0.14197
O: 1.90771 1.20062 0.32130
H: -2.41081 0.21971 0.49249
H: -2.11725 0.22214 -1.26072
H: 2.46599 -2.20809 0.06925
H: 2.45291 -2.18279 0.81241

***

# 2
Formula: C26H31N11NiO3S
Source: the Open Molecules 2025 dataset
Level of theory: ωB97M-V/def2-TZVPD

net charge: 0
HOMO energy (alpha / beta): -0.19224 / -0.22799 Ha
frontier orbital gap (alpha / beta): 0.196 / 0.231 Eh
multiplicity: 3
LUMO energy (alpha / beta): 0.09 / 0.09 eV

Element x y z (Å)
Ni: -0.34214 -0.30840 1.59618
N: -3.03769 -1.90396 4.58350
C: -2.04003 -1.52487 3.72364
S: -2.23672 -0.02161 2.89539
N: -1.04046 -2.36505 3.63886
N: 0.04146 -1.86207 2.92203
C: 0.82286 -2.79395 2.51882
C: 2.16065 -2.58558 1.93781
C: 2.67860 -3.60567 1.13491
C: 3.96085 -3.49454 0.63763
C: 4.70163 -2.36986 0.97252
C: 4.10436 -1.41792 1.78458
N: 2.86677 -1.50138 2.26015
H: -3.94668 -1.49997 4.44459
H: -2.99041 -2.85577 4.90728
H: 0.51506 -3.82941 2.66409
H: 2.06944 -4.47212 0.91454
H: 4.38063 -4.27475 0.01600
H: 5.72086 -2.23909 0.63596
H: 4.66790 -0.54479 2.09442
O: -3.65608 2.05522 -1.84354
C: -3.56774 0.85784 -1.54371
N: -2.54070 0.44456 -0.62998
C: -2.34541 -0.96080 -0.61468
O: -1.38884 -1.51829 -0.05386
C: -3.46895 -1.44759 -1.34411
C: -3.86312 -2.77699 -1.58659
C: -4.96656 -2.99873 -2.36260
C: -5.70354 -1.91110 -2.92213
C: -5.33720 -0.61404 -2.70045
C: -4.20634 -0.36176 -1.89411
H: -3.29933 -3.59574 -1.15955
H: -5.29405 -4.01108 -2.55918
H: -6.56885 -2.12714 -3.53517
H: -5.89590 0.20912 -3.12475
C: -1.19670 4.86139 0.14931
N: -1.04457 3.48977 -0.28978
C: -0.36694 3.10279 -1.51650
C: -0.71292 1.63320 -1.63556
O: -0.44664 0.86969 -2.50789
N: -1.49635 1.31121 -0.47599
C: -1.78826 2.48779 0.15671
N: -2.64728 2.52752 1.14909
H: -0.34784 5.43700 -0.21170
H: -1.18875 4.90591 1.23831
H: -2.11780 5.30171 -0.23822
H: 0.71037 3.25432 -1.45532
H: -0.78490 3.61826 -2.38485
H: -3.11137 1.66587 1.42398
H: -3.03164 3.40082 1.46477
C: 2.70263 -0.18910 -2.81829
C: 1.84712 -1.24315 -2.14287
N: 1.35501 -0.74523 -0.87412
C: 1.83834 0.30634 -0.17793
N: 1.21157 0.66402 0.90114
C: 1.79416 1.66519 1.77623
C: 2.64817 2.66904 1.01995
C: 3.63169 1.92965 0.13322
N: 2.92426 0.97337 -0.70350
C: 3.67177 0.38054 -1.80019
H: 2.07371 0.61686 -3.20208
H: 3.24111 -0.63025 -3.65797
H: 2.43518 -2.15440 -1.98089
H: 0.98581 -1.50463 -2.75891
H: 0.49923 -1.14798 -0.49962
H: 2.38699 1.16188 2.54891
H: 0.98116 2.16805 2.30599
H: 3.18465 3.31853 1.71381
H: 2.01602 3.30877 0.39649
H: 4.38906 1.42757 0.74666
H: 4.16286 2.61815 -0.53005
H: 4.34903 -0.40300 -1.43479
H: 4.28773 1.16979 -2.23606

***

# 3
Formula: C3HFNO2S
Source: the Open Molecules 2025 dataset
Level of theory: ωB97M-V/def2-TZVPD

net charge: -1
ΔE to the lowest compared entry with this formula, charge and spin: 244.2 kJ/mol
HOMO energy: -0.10891 Ha
frontier orbital gap: 0.240 Eh
LUMO energy: 3.56 eV

Element x y z (Å)
C: 0.15134 -0.57066 0.88456
C: -2.94804 -0.64252 0.18228
C: 0.78744 -0.91374 1.98324
N: -1.12534 -0.11439 0.70042
O: -3.27575 -1.71425 0.49880
O: 1.59157 -0.90828 2.83655
F: 0.44226 -1.47693 -0.09043
S: -3.30537 0.67150 -0.57780
H: -1.38344 0.77375 1.32984

***

# 4
Formula: C21H22BrCl12FINO8S2
Source: the Open Molecules 2025 dataset
Level of theory: ωB97M-V/def2-TZVPD

net charge: 0
HOMO energy: -0.33006 Ha
frontier orbital gap: 0.322 Eh
LUMO energy: -0.21 eV

Element x y z (Å)
C: 1.38696 3.52156 -0.11288
C: 2.14136 2.14048 -0.12135
C: 3.58689 1.99699 -0.02728
C: 4.18481 0.64945 -0.03069
C: 3.37383 -0.57809 -0.09536
C: 1.90227 -0.43903 -0.17570
C: 0.98099 -1.69141 -0.19934
C: -0.00630 -1.79978 1.05668
C: 0.63642 -1.21190 2.35721
C: 1.99419 -1.95379 2.70682
O: 2.28557 -3.03413 2.30479
I: 3.49779 -0.97303 3.97448
O: -0.35151 -3.19694 1.10359
S: -1.13728 -3.66105 2.50503
O: -1.40950 -5.08406 2.27455
O: -2.58986 -2.80645 2.66125
C: -3.31430 -2.66451 1.45070
C: -4.02847 -4.01542 0.95295
S: -4.90931 -4.92738 2.27519
O: -4.20908 -6.18961 2.50970
O: -5.02532 -4.18734 3.53161
C: -4.53812 -1.68737 1.79393
O: -4.59998 -1.06476 2.80955
N: -5.63636 -1.55703 0.82065
C: -5.81196 -0.21330 0.34851
O: -6.05814 0.74552 0.98602
F: -5.67463 -0.05965 -1.03024
C: -2.55290 -1.99123 0.23887
C: -1.35887 -1.02925 0.59092
Br: -1.86782 0.43942 1.84374
C: 1.31947 0.91035 -0.19106
H: 0.37923 3.32993 0.36144
H: 1.19507 3.92570 -1.14665
H: 1.90332 4.28714 0.51795
H: 4.21452 2.91595 0.05897
H: 5.29283 0.51670 0.06163
H: 3.85133 -1.59144 -0.06904
H: 1.65874 -2.59305 -0.14320
H: 0.43756 -1.76357 -1.17649
H: 0.92890 -0.12728 2.25830
H: -0.03438 -1.22496 3.26401
H: -4.76562 -3.81323 0.12406
H: -3.22845 -4.65857 0.49185
H: -6.21246 -5.16587 1.83424
H: -6.50468 -1.97920 1.14870
H: -2.26211 -2.78304 -0.50901
H: -3.31571 -1.35513 -0.30327
H: -1.11743 -0.48790 -0.36525
H: 0.21862 1.06708 -0.24257
C: 5.40997 1.34574 -3.91327
Cl: 4.20719 1.57948 -5.18831
Cl: 6.08325 2.89841 -3.40048
Cl: 4.70509 0.48857 -2.53316
H: 6.21653 0.74142 -4.31685
C: -0.26354 -2.81575 6.60496
Cl: -1.99555 -2.78317 6.94301
Cl: 0.03757 -3.46877 4.98595
Cl: 0.43282 -1.19824 6.75828
H: 0.21519 -3.46446 7.33202
C: 0.38501 4.60798 -4.29918
Cl: 0.39255 6.02160 -5.35889
Cl: 1.69379 3.50408 -4.72696
Cl: 0.52027 5.09543 -2.60432
H: -0.55846 4.08736 -4.42970
C: 3.58033 8.06799 -7.52941
Cl: 2.99249 6.57573 -6.78784
Cl: 2.24627 9.19844 -7.79092
Cl: 4.83560 8.80848 -6.52942
H: 4.01351 7.82312 -8.49399

***

# 5
Formula: C3H10NS
Source: the Open Molecules 2025 dataset
Level of theory: ωB97M-V/def2-TZVPD

net charge: -1
ΔE to the lowest compared entry with this formula, charge and spin: 126.5 kJ/mol
HOMO energy: -0.08508 Ha
frontier orbital gap: 0.235 Eh
LUMO energy: 4.07 eV

Element x y z (Å)
C: 0.53509 -2.13016 -0.31832
S: 0.14183 -1.40518 1.35486
H: 0.69499 -1.24407 -0.92256
H: 1.36008 -2.82670 -0.18204
H: -0.26168 -2.74704 -0.73852
C: -1.32475 1.02340 -0.71363
N: -0.22322 1.79303 -0.10842
C: 0.76211 2.18494 -1.11123
H: -1.92287 1.73358 -1.29920
H: -0.95674 0.10574 -1.14787
H: -2.05893 0.88320 0.08388
H: 0.21412 1.13056 0.52879
H: 0.45679 3.14485 -1.53575
H: 0.94476 1.42804 -1.88557
H: 1.72534 2.33419 -0.61527

***

# 6
Formula: H38NaO19
Source: the Open Molecules 2025 dataset
Level of theory: ωB97M-V/def2-TZVPD

net charge: +1
ΔE to the lowest compared entry with this formula, charge and spin: 143.7 kJ/mol
HOMO energy: -0.44562 Ha
frontier orbital gap: 0.333 Eh
LUMO energy: -3.05 eV

Element x y z (Å)
Na: 0.03875 -0.07676 0.04877
O: 3.65735 2.67648 -0.23637
H: 4.19495 2.57605 0.54921
H: 3.85507 3.55848 -0.55134
O: 3.71108 -0.72462 -2.53459
H: 4.34870 -0.81362 -1.82625
H: 4.23435 -0.48700 -3.30007
O: -3.24492 1.03128 3.79831
H: -3.71845 0.65416 4.53978
H: -3.36883 0.40088 3.08874
O: 3.16551 -2.32333 3.38501
H: 2.85607 -1.78743 2.65474
H: 2.86025 -1.86296 4.16675
O: 0.90691 -1.79824 -1.35203
H: 1.58309 -1.70805 -2.02351
H: 0.61718 -2.70771 -1.42384
O: 0.79028 2.07152 -3.81298
H: 1.24933 1.59574 -3.12078
H: 0.47373 1.38861 -4.40430
O: -1.18180 4.59509 -0.60355
H: -1.57921 4.41717 0.24889
H: -0.70263 5.41425 -0.47867
O: -1.66260 -3.36003 2.13180
H: -1.45063 -3.10576 3.02994
H: -2.45649 -2.86734 1.92392
O: -0.01670 -0.55401 2.43964
H: -0.02870 0.22586 2.99453
H: -0.05409 -1.28664 3.05452
O: -0.56967 1.90114 3.56156
H: -0.43144 2.79403 3.87759
H: -1.50030 1.73485 3.71155
O: -2.17202 -0.17412 -1.24081
H: -3.02359 0.12775 -0.92469
H: -2.37727 -0.90943 -1.81823
O: 1.84602 1.12824 -1.46439
H: 2.48108 0.50269 -1.81312
H: 2.37781 1.85704 -1.14455
O: -0.33820 2.09236 0.84262
H: -0.77053 2.88883 0.53446
H: -0.58398 2.02758 1.76545
O: 0.57450 -4.26134 0.26613
H: -0.08740 -4.13045 0.94510
H: 0.08123 -4.25568 -0.55417
O: -0.53188 -4.11100 -2.26970
H: -1.46832 -4.25662 -2.40428
H: -0.19581 -3.89164 -3.13871
O: 2.96685 -1.66739 0.69349
H: 2.49247 -1.37852 -0.08609
H: 3.43222 -2.45540 0.41297
O: -3.87551 -1.55128 2.41460
H: -4.45846 -1.18570 1.74920
H: -4.45422 -2.04511 2.99551
O: -2.89089 0.33883 -4.00485
H: -3.17857 0.77442 -3.20251
H: -3.65099 0.37859 -4.58528
O: 0.56599 4.54026 -2.59657
H: 0.12954 4.29916 -1.77949
H: 0.53407 3.74561 -3.12924

***

# 7
Formula: C3H4N2O
Source: the Open Molecules 2025 dataset
Level of theory: ωB97M-V/def2-TZVPD

net charge: 0
ΔE to the lowest compared entry with this formula, charge and spin: 188.5 kJ/mol
HOMO energy: -0.29535 Ha
frontier orbital gap: 0.310 Eh
structure (SMILES): Oc1ncc[nH]1
LUMO energy: 0.40 eV

Element x y z (Å)
C: 0.85473 -0.38210 0.30532
C: 0.05133 1.00550 -1.18004
C: -1.08768 0.49599 -0.43090
H: 1.09752 -1.16837 2.05957
H: 0.13699 1.42355 -2.09979
H: -2.04676 0.78829 -0.74366
H: -1.08503 -1.05366 1.09322
N: 1.09589 0.28165 -0.75835
N: -0.58580 -0.24925 0.59908
O: 1.56880 -1.14159 1.15554

***

no.,energy (Eh)
1,-343.2057
2,-3743.9313
3,-818.1621
4,-10760.1245
5,-573.2340
6,-1614.5510
7,-301.4154